Formula: C34H35BFeN9O6S2
Source: the Open Molecules 2025 dataset
Level of theory: ωB97M-V/def2-TZVPD

Properties
spin multiplicity	5
lowest unoccupied orbital energy (alpha / beta)	2.08 / 2.08	eV
orbital gap (alpha / beta)	6.1 / 6.1	eV
energy above the lowest of the compared OMol25 structures with the same formula, charge and spin	0.000	eV
total charge	-1

Each line ends with the Mulliken charge.
Cartesian coordinates (Å):
Fe  -0.95  0.80  0.47  1.48
B  -3.48  2.75  1.87  0.01
N  -2.32  2.12  2.69  -0.15
C  -2.18  2.40  4.00  -0.16
C  -1.06  1.79  4.52  -1.28
C  -0.50  1.15  3.42  -0.35
N  -1.25  1.35  2.29  0.56
N  -3.53  2.23  0.40  -0.13
C  -4.45  2.68  -0.50  -0.24
C  -4.26  2.12  -1.74  -1.15
C  -3.10  1.35  -1.58  -0.46
N  -2.65  1.36  -0.29  0.96
H  -4.57  2.52  2.35  -0.18
H  -3.32  3.97  1.87  -0.10
H  -2.93  3.07  4.42  0.42
H  -0.77  1.86  5.55  0.40
H  0.43  0.56  3.52  0.47
H  -5.21  3.42  -0.15  0.36
H  -4.92  2.30  -2.59  0.41
H  -2.70  0.78  -2.42  0.46
O  -0.62  -0.67  -2.02  -0.28
C  0.62  -1.34  -1.93  1.62
C  1.16  -1.31  -0.35  -0.04
O  2.12  -2.02  -0.14  -0.79
O  0.58  -0.59  0.51  -0.73
C  0.36  -2.80  -2.49  -0.05
C  0.88  -3.92  -1.83  -0.16
C  0.71  -5.19  -2.36  -0.82
C  -0.02  -5.40  -3.51  -0.40
C  -0.52  -4.29  -4.22  -0.80
C  -0.35  -2.99  -3.71  -0.29
C  1.66  -0.65  -2.81  -0.50
C  2.96  -1.21  -2.86  -0.20
C  3.98  -0.53  -3.47  -0.61
C  3.77  0.65  -4.14  -0.40
C  2.49  1.17  -4.18  -0.90
C  1.43  0.56  -3.50  -0.08
H  -1.33  -1.22  -1.68  0.24
H  1.39  -3.77  -0.87  0.55
H  1.20  -6.06  -1.86  0.31
H  -0.18  -6.43  -3.86  0.37
H  -1.09  -4.44  -5.15  0.35
H  -0.75  -2.18  -4.27  0.51
H  3.12  -2.13  -2.28  0.35
H  5.03  -0.88  -3.32  0.24
H  4.58  1.12  -4.70  0.35
H  2.27  2.06  -4.79  0.34
H  0.42  0.94  -3.52  0.29
N  -2.17  -1.05  0.78  -0.34
C  -2.91  -1.93  0.98  0.22
N  -3.67  -3.02  1.01  0.23
C  -3.25  -4.14  0.22  -0.30
C  -4.51  -4.72  -0.43  -0.70
O  -5.51  -5.06  0.55  -0.38
C  -5.90  -3.91  1.30  -0.55
C  -4.68  -3.28  1.99  -0.58
H  -2.79  -4.94  0.85  0.24
H  -2.46  -3.88  -0.49  0.23
H  -4.21  -5.65  -0.91  0.36
H  -4.94  -4.00  -1.17  0.32
H  -6.58  -4.29  2.05  0.34
H  -6.40  -3.22  0.62  0.33
H  -4.32  -4.07  2.68  0.29
H  -4.94  -2.37  2.57  0.40
N  6.06  3.00  5.17  -0.52
C  5.64  2.81  3.89  0.97
C  6.16  3.54  2.79  -0.59
C  5.61  3.42  1.53  -0.75
C  4.61  2.46  1.37  0.18
C  4.12  1.64  2.37  -0.52
C  4.69  1.77  3.63  -0.80
S  4.05  2.15  -0.29  1.00
O  4.32  3.39  -1.06  -0.72
O  4.62  0.88  -0.72  -0.65
N  2.42  1.86  -0.21  0.11
C  1.55  2.83  -0.27  0.02
S  1.97  4.55  -0.24  -0.11
C  0.36  4.97  -0.09  -0.53
C  -0.44  3.85  -0.22  -0.69
N  0.18  2.67  -0.34  0.19
H  6.68  3.77  5.34  0.20
H  5.40  2.73  5.93  0.22
H  6.98  4.26  3.01  0.18
H  5.99  3.96  0.67  0.47
H  3.36  0.92  2.19  0.61
H  4.26  1.17  4.42  0.22
H  0.08  6.02  0.03  0.34
H  -1.54  3.88  -0.30  0.22

Formula: C34H35CdN8O3
Source: the Open Molecules 2025 dataset
Level of theory: ωB97M-V/def2-TZVPD

Properties
lowest unoccupied orbital energy	-8.90	eV
orbital gap	1.4	eV
total charge	+1

Each line ends with the Mulliken charge.
Cartesian coordinates (Å):
Cd  2.47  -1.32  21.62  0.73
N  0.45  -5.99  18.86  1.16
O  0.78  -5.06  19.59  -0.44
O  -0.20  -5.76  17.84  -0.44
O  0.68  -7.09  19.26  -0.44
N  -1.42  -11.47  23.63  -0.02
C  -2.21  -11.07  24.70  -0.28
C  -2.29  -12.01  25.68  -0.45
C  -1.70  -13.14  25.18  -0.32
C  -1.12  -12.81  23.89  -0.27
H  -1.13  -10.95  22.81  0.21
H  -2.72  -10.12  24.61  0.38
H  -2.81  -11.85  26.61  0.39
H  -1.58  -14.15  25.54  0.39
H  -0.60  -13.39  23.14  0.37
N  -0.15  -2.08  25.83  -0.54
C  -0.94  -1.15  26.49  -0.10
C  -1.47  -1.37  27.71  -0.30
C  -1.32  -2.57  28.32  -0.22
C  -0.59  -3.60  27.70  -0.35
C  -0.03  -3.33  26.45  -0.16
H  -1.22  -0.19  26.09  0.31
H  -2.03  -0.57  28.17  0.34
H  -1.77  -2.76  29.28  0.36
H  -0.43  -4.57  28.15  0.36
H  0.45  -4.15  25.94  0.33
N  6.27  -4.09  23.23  -0.53
C  6.70  -5.21  22.60  -0.12
C  7.77  -6.03  22.98  -0.37
C  8.44  -5.65  24.13  -0.18
C  8.18  -4.45  24.75  -0.30
C  7.09  -3.69  24.29  -0.20
H  6.14  -5.48  21.73  0.35
H  8.18  -6.89  22.46  0.35
H  9.30  -6.23  24.44  0.34
H  8.85  -4.21  25.57  0.34
H  6.88  -2.85  24.94  0.33
N  4.47  0.10  17.22  -0.51
C  5.77  0.70  17.19  -0.16
C  6.28  1.48  16.16  -0.41
C  5.48  1.58  15.02  -0.13
C  4.27  0.94  14.91  -0.38
C  3.74  0.36  16.04  -0.15
H  6.39  0.46  18.04  0.36
H  7.25  1.95  16.15  0.36
H  5.86  2.10  14.16  0.34
H  3.70  1.08  14.01  0.34
H  2.75  -0.04  15.95  0.34
N  -3.62  0.26  12.70  -0.55
C  -3.99  -1.03  12.98  -0.10
C  -4.91  -1.79  12.19  -0.43
C  -5.37  -1.16  11.00  -0.24
C  -4.92  0.13  10.70  -0.27
C  -4.14  0.85  11.62  -0.20
H  -3.52  -1.47  13.84  0.37
H  -5.08  -2.82  12.48  0.36
H  -6.01  -1.61  10.25  0.37
H  -5.14  0.57  9.73  0.34
H  -3.77  1.83  11.38  0.35
N  -4.12  -9.91  8.63  -0.57
C  -3.56  -9.42  9.71  -0.06
C  -3.04  -8.16  9.75  -0.30
C  -3.16  -7.35  8.57  -0.26
C  -3.72  -7.94  7.35  -0.38
C  -4.17  -9.22  7.52  -0.16
H  -3.44  -10.04  10.58  0.33
H  -2.58  -7.89  10.69  0.34
H  -2.78  -6.33  8.62  0.36
H  -3.73  -7.35  6.45  0.37
H  -4.44  -9.70  6.58  0.33
N  -1.64  1.34  20.17  -0.55
C  -2.90  0.79  20.30  -0.08
C  -4.10  1.41  20.21  -0.34
C  -4.04  2.78  19.84  -0.23
C  -2.79  3.36  19.54  -0.33
C  -1.63  2.66  19.78  -0.18
H  -2.99  -0.26  20.52  0.32
H  -5.01  0.84  20.34  0.36
H  -4.95  3.35  19.74  0.37
H  -2.74  4.35  19.10  0.34
H  -0.69  3.07  19.45  0.34

Formula: C34H35F16IO6
Source: the Open Molecules 2025 dataset
Level of theory: ωB97M-V/def2-TZVPD

Properties
lowest unoccupied orbital energy	-1.13	eV
orbital gap	7.7	eV
structure (SMILES)	CCCCCc1cccc2c1C(=O)c1c(ccc(COCCOCC)c1I)C2=O.FC(F)C(F)(F)COC(F)(F)C(F)F.FC(F)C(F)(F)COC(F)(F)C(F)F

Each line ends with the Mulliken charge.
Cartesian coordinates (Å):
C  6.49  -4.05  0.10  -1.06
C  4.98  -3.53  0.33  -0.38
C  4.32  -3.01  -1.04  0.40
C  3.32  -1.79  -0.74  -0.91
C  1.93  -1.87  -1.59  0.04
C  0.82  -2.76  -0.83  0.58
C  1.14  -4.18  -0.23  -0.16
C  0.03  -4.97  0.51  -0.65
C  -1.43  -4.44  0.72  -0.78
C  -1.75  -3.04  0.14  0.45
C  -0.62  -2.25  -0.63  0.10
C  -1.06  -0.82  -1.24  -0.07
O  -0.76  -0.46  -2.41  -0.52
C  -1.96  0.07  -0.24  0.85
C  -3.08  -0.72  0.54  0.44
C  -3.99  0.06  1.51  -0.90
C  -3.73  1.60  1.69  -0.29
C  -2.59  2.35  0.93  0.96
C  -2.42  3.92  1.26  -0.17
O  -1.06  4.31  1.54  -0.26
C  -0.59  3.80  2.80  -0.24
C  1.01  3.46  2.66  -0.55
O  1.58  3.97  1.44  -0.31
C  2.78  3.19  1.13  -0.04
C  3.66  3.82  -0.05  -0.97
C  -1.69  1.58  -0.08  -1.10
I  -0.11  2.61  -1.21  0.12
C  -3.18  -2.31  0.28  0.16
O  -4.28  -2.92  0.20  -0.52
H  7.07  -3.93  1.08  0.33
H  6.50  -5.15  -0.25  0.24
H  7.01  -3.43  -0.73  0.28
H  5.00  -2.73  1.15  0.35
H  4.37  -4.40  0.76  0.18
H  3.71  -3.83  -1.55  -0.44
H  5.13  -2.68  -1.78  0.36
H  3.00  -1.70  0.36  0.39
H  3.80  -0.78  -1.01  0.30
H  1.60  -0.77  -1.70  0.20
H  2.10  -2.24  -2.66  -0.13
H  2.20  -4.64  -0.30  0.11
H  0.32  -5.99  0.93  0.32
H  -2.25  -5.04  1.26  0.36
H  -4.82  -0.49  2.08  0.32
H  -4.43  2.14  2.43  0.07
H  -2.72  4.47  0.29  0.29
H  -3.11  4.26  2.10  -0.09
H  -0.72  4.55  3.65  0.31
H  -1.07  2.82  3.13  0.23
H  1.18  2.31  2.66  0.28
H  1.62  3.86  3.54  0.28
H  2.46  2.14  0.79  0.11
H  3.42  3.02  2.08  0.33
H  3.67  3.14  -0.98  0.21
H  3.21  4.83  -0.36  0.26
H  4.77  3.96  0.22  0.29
F  -4.70  6.52  6.27  -0.21
C  -4.95  7.81  5.97  0.10
F  -5.28  8.42  7.13  -0.28
C  -6.09  7.96  4.95  0.89
F  -7.26  7.49  5.45  -0.27
F  -6.28  9.30  4.74  -0.33
C  -5.84  7.33  3.57  -0.71
O  -6.43  6.04  3.33  -0.38
C  -5.70  4.91  3.75  0.84
F  -4.46  5.28  4.13  -0.29
F  -5.54  4.14  2.65  -0.31
C  -6.43  4.10  4.83  0.16
F  -6.66  4.84  5.94  -0.22
F  -5.69  3.03  5.22  -0.25
H  -4.03  8.27  5.60  0.28
H  -6.34  7.98  2.84  0.42
H  -4.78  7.35  3.28  0.31
H  -7.39  3.74  4.46  0.26
F  4.05  -4.01  -5.69  -0.23
C  3.69  -4.39  -4.45  0.58
F  4.82  -4.33  -3.69  -0.25
C  3.12  -5.81  -4.42  0.95
F  4.04  -6.72  -4.81  -0.29
F  2.83  -6.11  -3.12  -0.28
C  1.82  -6.03  -5.23  -0.93
O  1.97  -6.61  -6.53  -0.41
C  2.24  -5.74  -7.60  0.80
F  2.12  -4.46  -7.20  -0.27
F  1.26  -5.94  -8.51  -0.30
C  3.60  -6.03  -8.26  0.19
F  4.62  -5.89  -7.38  -0.21
F  3.84  -5.16  -9.27  -0.25
H  2.98  -3.67  -4.05  -0.14
H  1.24  -6.77  -4.67  0.46
H  1.19  -5.14  -5.25  0.37
H  3.63  -7.05  -8.66  0.24